A cluster of 19 separate species, C19H57N19O38 in total. Source: the Open Molecules 2025 dataset; level of theory: ωB97M-V/def2-TZVPD.

Values from the calculation:
Frontier orbital gap = 9.49 eV
E_tot = -4655.693189 Ha
E_LUMO = -0.90 eV

```
! RIJCOSX wB97M-V def2-TZVPD def2/J DEFGRID3
* xyz 0 1
C 2.884 2.742 -0.894
N 3.414 1.447 -0.415
O 2.866 0.419 -0.945
O 4.247 1.614 0.406
H 1.797 2.707 -0.968
H 3.333 2.862 -1.880
H 3.111 3.682 -0.392
C 3.605 -4.326 3.513
N 4.387 -4.718 4.613
O 3.839 -4.999 5.666
O 5.635 -4.664 4.443
H 4.085 -4.617 2.579
H 3.635 -3.242 3.405
H 2.629 -4.812 3.491
C 6.002 -0.097 3.168
N 6.612 -1.313 2.597
O 7.773 -1.336 2.266
O 5.896 -2.279 2.425
H 4.946 0.042 2.938
H 6.648 0.743 2.915
H 5.966 -0.247 4.247
C -1.257 2.379 -5.181
N -0.487 1.966 -6.413
O -1.007 1.996 -7.505
O 0.636 1.495 -6.227
H -2.126 2.892 -5.593
H -0.663 3.053 -4.563
H -1.433 1.383 -4.776
C 4.037 -2.627 -0.626
N 5.334 -2.816 -1.373
O 6.260 -3.404 -0.763
O 5.380 -2.409 -2.530
H 4.228 -2.235 0.373
H 3.526 -3.587 -0.693
H 3.487 -1.873 -1.190
C 2.913 3.764 -5.197
N 4.153 4.446 -4.731
O 5.138 4.441 -5.464
O 4.110 4.931 -3.606
H 3.049 3.264 -6.156
H 2.311 4.661 -5.336
H 2.482 3.058 -4.487
C 0.501 6.976 -3.865
N 0.331 5.809 -2.973
O 1.011 5.645 -2.014
O -0.548 4.971 -3.188
H -0.033 6.807 -4.801
H 1.523 7.261 -4.116
H 0.099 7.823 -3.310
C 1.095 1.267 4.546
N 1.355 2.660 4.217
O 1.401 2.936 3.031
O 1.426 3.429 5.145
H 0.380 1.124 5.355
H 2.000 0.836 4.974
H 0.950 0.655 3.655
C -0.781 4.676 0.820
N -2.066 4.214 0.245
O -2.047 3.223 -0.513
O -3.072 4.739 0.552
H -0.455 4.030 1.634
H -0.857 5.748 1.000
H -0.085 4.554 -0.010
C -0.564 0.370 -0.721
N 0.011 0.504 0.625
O 0.455 -0.435 1.225
O -0.065 1.592 1.099
H -0.329 -0.612 -1.132
H -0.098 1.122 -1.358
H -1.637 0.558 -0.759
C -7.715 -2.396 -1.428
N -7.046 -1.390 -2.297
O -7.531 -1.209 -3.399
O -6.059 -0.742 -1.908
H -7.667 -3.293 -2.045
H -8.771 -2.170 -1.279
H -7.200 -2.407 -0.467
C 2.946 -1.456 7.559
N 2.984 -1.579 6.092
O 1.956 -1.691 5.482
O 4.069 -1.377 5.514
H 2.147 -0.727 7.690
H 3.834 -0.924 7.900
H 2.609 -2.368 8.052
C -5.562 -0.012 1.231
N -4.994 1.286 1.244
O -5.215 1.947 2.269
O -4.133 1.563 0.458
H -4.739 -0.726 1.236
H -6.155 -0.091 0.320
H -6.330 -0.100 2.000
C -5.217 2.708 -2.629
N -5.948 2.819 -3.933
O -7.098 2.438 -3.839
O -5.338 2.989 -4.960
H -5.829 3.384 -2.033
H -4.187 2.989 -2.849
H -5.240 1.702 -2.209
C 0.491 -6.154 -0.926
N 1.498 -5.646 0.061
O 2.662 -5.995 -0.030
O 1.062 -4.869 0.889
H -0.510 -6.171 -0.495
H 0.781 -7.165 -1.214
H 0.517 -5.527 -1.818
C -3.491 -1.879 -2.006
N -2.564 -2.882 -1.367
O -2.399 -3.917 -1.979
O -1.988 -2.624 -0.349
H -3.015 -1.407 -2.865
H -3.566 -1.061 -1.290
H -4.394 -2.382 -2.354
C -3.072 1.660 4.656
N -2.653 0.403 3.975
O -2.861 0.358 2.768
O -2.057 -0.382 4.667
H -2.422 1.912 5.494
H -4.063 1.473 5.068
H -3.265 2.378 3.859
C -1.439 -3.149 3.008
N -1.807 -4.607 3.171
O -1.992 -4.986 4.350
O -2.090 -5.354 2.275
H -2.342 -2.606 2.728
H -0.746 -3.034 2.174
H -0.917 -2.715 3.861
C 1.844 -3.409 -4.085
N 1.131 -2.106 -4.168
O 1.758 -1.109 -3.789
O -0.115 -2.069 -4.267
H 2.668 -3.198 -4.767
H 1.313 -4.286 -4.455
H 2.190 -3.525 -3.058
*
```

Mulliken atomic charge list, values in e, 5 entries: C -0.77; N 0.91; O -0.36; O -0.56; H 0.00



A structure of composition C19H58BF4NO11V. Source: the Open Molecules 2025 dataset; level of theory: ωB97M-V/def2-TZVPD.

Values from the calculation:
<S²> = 3.7582
Frontier orbital gap (spin up / spin down) = 5.66 / 5.51 eV
E_tot = -3009.437225 Ha
E_LUMO (spin up / spin down) = -0.60 / -0.80 eV

```
! RIJCOSX wB97M-V def2-TZVPD def2/J DEFGRID3
* xyz 0 4
V 0.006 1.656 -2.138
B -0.943 -1.161 -0.431
F 0.148 -1.776 0.194
F -1.320 -1.904 -1.461
F -1.961 -0.929 0.458
F -0.509 -0.004 -0.979
C 3.267 2.500 1.976
C 1.717 2.426 1.831
C 1.096 3.101 3.108
C 1.370 4.576 3.038
C 0.705 5.226 1.833
C 1.169 4.592 0.477
N 1.164 3.077 0.617
O 1.332 2.402 -0.551
C 2.497 5.141 0.001
C 0.061 5.129 -0.480
C 1.257 0.901 1.966
H 3.779 2.092 1.105
H 3.695 2.000 2.845
H 3.594 3.537 2.053
H 1.499 2.727 4.049
H 0.018 2.965 3.023
H 2.425 4.845 2.997
H 1.050 5.116 3.929
H 0.827 6.306 1.748
H -0.339 4.992 2.041
H 2.398 6.166 -0.355
H 2.876 4.558 -0.839
H 3.264 5.157 0.775
H -0.028 6.212 -0.395
H -0.923 4.833 -0.116
H 0.097 4.890 -1.543
H 1.686 0.223 1.228
H 0.176 0.783 1.888
H 1.540 0.514 2.946
C -3.768 -3.747 -0.447
O -4.952 -4.231 -1.048
H -2.986 -3.820 -1.202
H -3.873 -2.696 -0.178
H -3.564 -4.276 0.484
H -4.800 -5.164 -1.214
C -3.220 -0.500 3.319
O -2.065 -1.240 3.080
H -3.324 0.186 2.478
H -4.118 -1.118 3.316
H -3.197 0.109 4.223
H -2.000 -1.480 2.152
C -0.642 -4.833 -3.724
O -0.212 -5.053 -5.049
H -1.322 -5.621 -3.401
H 0.257 -4.875 -3.109
H -0.994 -3.817 -3.547
H -0.979 -5.242 -5.593
C 1.472 -3.145 3.680
O 2.707 -3.826 3.524
H 0.788 -3.681 4.337
H 1.610 -2.222 4.243
H 0.985 -2.902 2.735
H 3.249 -3.345 2.895
C 1.281 -4.743 -0.065
O -0.124 -4.600 -0.103
H 1.782 -3.970 -0.647
H 1.687 -4.711 0.946
H 1.602 -5.667 -0.547
H -0.315 -3.659 -0.103
C 1.909 -0.848 -2.124
O 1.645 0.381 -2.778
H 2.854 -1.312 -2.405
H 1.959 -0.731 -1.041
H 1.102 -1.550 -2.332
H 2.425 0.493 -3.327
C 3.858 -1.593 1.077
O 4.512 -2.099 2.271
H 4.023 -0.519 0.992
H 4.182 -1.970 0.107
H 2.798 -1.819 1.190
H 5.454 -1.919 2.219
C -2.339 2.347 0.132
O -1.928 2.356 -1.257
H -1.473 2.263 0.789
H -2.783 3.312 0.376
H -3.053 1.537 0.278
H -2.544 2.962 -1.677
C -0.876 -0.105 -4.668
O -1.202 0.498 -3.444
H -0.710 -1.168 -4.495
H -1.722 -0.118 -5.356
H 0.010 0.239 -5.203
H -2.121 0.247 -3.325
C -4.261 -0.162 -2.068
O -3.823 0.426 -3.250
H -5.103 -0.834 -2.230
H -3.395 -0.758 -1.779
H -4.446 0.620 -1.331
H -4.610 0.842 -3.611
*
```

Mulliken atomic charge list, values in e, 5 entries: V 0.32; B -0.59; F -0.25; F -0.57; F -0.12